[1]
Computed, not measured: the molecule C4H6ClF, with wB97M-V/def2-TZVPD.

```
! wB97M-V def2-TZVPD RIJCOSX def2/J DEFGRID3
* xyz 0 1
Cl 1.89225 1.10221 0.13657
H 0.25914 -1.92323 -2.28180
H -1.67851 0.47690 1.37544
H -0.49665 1.75038 1.73933
H 1.75440 -1.10716 -1.48337
C 0.67991 -1.21456 -1.49549
F 0.57009 -0.50877 1.62772
H -1.14807 1.65497 0.10485
H -1.19579 -0.93698 -0.61221
C -0.13961 -0.63707 -0.62369
C -0.82500 1.11613 0.98018
C 0.32782 0.22716 0.53248
*
```

As for the energy: -716.03768 Ha. The value obtained for the orbital gap is 11.4 eV. As for the energy relative to the best compared isomer or geometry (same formula, charge and spin): 35.15 kJ/mol.

---

[2]
Computed, not measured: a cluster of 2 separate species, C4H6ClN in total, with wB97M-V/def2-TZVPD.

```
! wB97M-V def2-TZVPD RIJCOSX def2/J DEFGRID3
* xyz 0 1
C 1.07113 0.57040 -0.86602
H 1.49282 2.34320 0.70606
N -0.23832 1.46100 0.83754
H -2.30285 -3.16067 2.50150
H 1.46997 1.09927 -1.76711
H -1.89803 0.32491 0.64893
H -0.44361 -1.01548 -1.29160
H 1.89757 -0.05490 -0.72646
C -0.95878 0.45643 0.17183
Cl -1.36085 -2.18799 2.66691
C 0.86062 1.62627 0.24413
C -0.19231 -0.16329 -0.74255
*
```

As for the energy: -670.90134 Ha. The value obtained for the orbital gap is 9.8 eV. As for the energy relative to the best compared isomer or geometry (same formula, charge and spin): 124.05 kJ/mol.

---

[3]
Computed, not measured: the molecule C4H6ClN, with wB97M-V/def2-TZVPD.

```
! wB97M-V def2-TZVPD RIJCOSX def2/J DEFGRID3
* xyz 0 1
C 0.99299 -1.30986 -0.00568
H -1.62455 0.69536 1.03156
C 0.36894 0.01413 0.32671
H 0.21717 0.42257 -1.66831
Cl -2.05370 -1.04738 -0.51130
H 1.57324 1.27934 -0.92847
C 0.51437 1.01118 -0.81260
H 0.87625 0.36370 1.21036
N 1.42480 -2.28849 -0.34681
H -1.07498 -0.82689 1.62526
H -0.08847 1.90165 -0.66344
C -1.12604 -0.21531 0.74273
*
```

As for the energy: -670.94859 Ha. The value obtained for the orbital gap is 11.8 eV. As for the energy relative to the best compared isomer or geometry (same formula, charge and spin): 0.00 kJ/mol.

---

[4]
Computed, not measured: the ion C4H6ClN2 with charge +1, with wB97M-V/def2-TZVPD.

```
! wB97M-V def2-TZVPD RIJCOSX def2/J DEFGRID3
* xyz 1 1
C 1.03909 0.18326 0.55783
C -1.11489 1.79723 -0.13777
H -1.68722 -0.54820 -1.44971
H -2.04702 1.92084 -0.63756
N 0.85655 -1.28001 0.61759
Cl 2.84474 0.25879 -0.14004
N -0.36268 0.68530 -0.24590
H 1.15652 0.81313 1.44634
C -0.12232 -1.49385 -0.30835
H -0.45013 -2.52512 -0.33208
H 1.35926 -1.92750 1.12840
C -0.83439 -0.45509 -0.84144
H -0.63751 2.57122 0.34270
*
```

As for the energy: -725.35124 Ha. The value obtained for the orbital gap (spin up / spin down) is 7.8 / 7.8 eV. As for the energy relative to the best compared isomer or geometry (same formula, charge and spin): 275.24 kJ/mol.

---

[5]
Computed, not measured: the ion C4H6ClN2O with charge +1, with wB97M-V/def2-TZVPD.

```
! wB97M-V def2-TZVPD RIJCOSX def2/J DEFGRID3
* xyz 1 1
H -2.50707 1.46057 1.02223
H -1.66919 1.91460 -0.66161
C -0.85362 0.38695 0.10948
C -1.57647 1.60985 0.38606
H -0.94183 2.34623 0.75140
N 1.09366 -1.48461 -0.22058
C -0.04468 -1.68267 0.43246
C 1.24606 -0.18768 -0.85638
O 0.10987 0.59765 -0.85183
H 1.74039 -2.28065 -0.20787
H 1.89533 -0.00664 -1.77149
H -0.31571 -2.67832 0.77453
N -0.90045 -0.74521 0.76205
Cl 2.72371 0.74992 0.33156
*
```

As for the energy: -800.64716 Ha. The value obtained for the orbital gap is 9.0 eV. As for the energy relative to the best compared isomer or geometry (same formula, charge and spin): 157.27 kJ/mol.

---

[6]
Computed, not measured: the molecule C4H6ClNO, with wB97M-V/def2-TZVPD.

```
! wB97M-V def2-TZVPD RIJCOSX def2/J DEFGRID3
* xyz 0 1
H -0.46370 1.88776 -2.12468
Cl 0.26608 0.55946 2.22144
H -0.25484 -0.93631 -2.58439
C 0.12430 0.05988 0.54030
C -0.07539 1.05609 -0.37151
O 0.62407 -1.84704 -0.78338
H -1.44240 0.18526 -3.28121
C -0.98781 -0.15783 -2.34481
H -0.03107 2.08404 -0.02086
N -0.39863 0.98637 -1.68364
C 0.40009 -1.34227 0.30796
H 0.46479 -1.95957 1.21991
H -1.76542 -0.59548 -1.71228
*
```

As for the energy: -746.17244 Ha. The value obtained for the orbital gap is 8.9 eV. As for the energy relative to the best compared isomer or geometry (same formula, charge and spin): 143.93 kJ/mol.

---

[7]
Computed, not measured: a cluster of 2 separate species, C4H6ClNO3 in total, with wB97M-V/def2-TZVPD.

```
! wB97M-V def2-TZVPD RIJCOSX def2/J DEFGRID3
* xyz 0 1
C -0.67924 1.61079 -0.68515
N 1.38568 -0.18746 1.99730
H -0.80836 -1.95570 -0.21394
O -0.64869 0.24904 -0.56872
C 0.41901 -0.50811 -0.72727
H 0.20325 2.19925 -0.63958
H -2.13360 3.03856 -0.29739
O 1.38466 0.40916 3.05940
C 0.24251 -1.93926 -0.31176
H 0.67291 -2.70253 -1.07442
H -2.78643 1.31249 -0.61551
H 0.87817 -2.34623 0.57521
C -1.92978 2.02537 -0.58056
Cl 1.78558 -0.03717 -1.59343
O 2.01434 -1.16819 1.67583
*
```

As for the energy: -896.43573 Ha. The value obtained for the orbital gap (spin up / spin down) is 9.0 / 5.0 eV. As for the energy relative to the best compared isomer or geometry (same formula, charge and spin): 658.44 kJ/mol.

---

[8]
Computed, not measured: the molecule C4H6ClNOS, with wB97M-V/def2-TZVPD.

```
! wB97M-V def2-TZVPD RIJCOSX def2/J DEFGRID3
* xyz 0 1
C -1.93985 -0.68633 -0.22468
H 2.81155 1.44812 1.01899
H -0.74238 0.15771 1.59151
O 0.19601 0.69982 -0.96424
H -0.86375 -1.62785 1.14646
C -0.38632 -0.55263 -0.61572
C 2.44903 0.79288 0.16511
S 3.12468 -0.37838 -0.65790
N 1.10023 1.17256 0.01529
Cl -3.13336 0.50766 -0.56074
H -0.06843 -1.50175 -1.13842
H 0.79312 2.29148 0.00294
C -0.94584 -0.65066 0.75783
H -2.39468 -1.67263 -0.53642
*
```

As for the energy: -1144.22210 Ha. The value obtained for the orbital gap is 9.2 eV. As for the energy relative to the best compared isomer or geometry (same formula, charge and spin): 489.14 kJ/mol.

---

[9]
Computed, not measured: the molecule C4H6ClNS, with wB97M-V/def2-TZVPD.

```
! wB97M-V def2-TZVPD RIJCOSX def2/J DEFGRID3
* xyz 0 1
H -1.56972 1.67995 -0.00180
H 1.11731 -1.13557 2.36721
N 1.01467 -0.67661 1.36992
H 1.79377 -1.03938 -2.07387
H 0.18139 1.52692 0.53432
C -0.75552 -0.41650 -0.05875
H -0.76991 0.90406 1.61375
S 2.13431 -1.02893 0.33711
H -0.56327 -1.35208 -2.03834
C 1.33455 -0.90677 -1.12591
C -0.77096 0.99315 0.52634
C -0.05634 -0.86817 -1.15012
Cl -2.41182 -1.27871 0.18901
*
```

As for the energy: -1069.01696 Ha. The value obtained for the orbital gap (spin up / spin down) is 7.7 / 7.7 eV. As for the energy relative to the best compared isomer or geometry (same formula, charge and spin): 319.35 kJ/mol.

---

[10]
Computed, not measured: a cluster of 2 separate species, C4H6ClO2S in total, with wB97M-V/def2-TZVPD.

```
! wB97M-V def2-TZVPD RIJCOSX def2/J DEFGRID3
* xyz -1 1
H -0.69521 -0.64260 -2.00116
C -0.32780 -1.48740 -1.29680
H 0.70746 -1.75496 -1.51212
H -0.92874 2.05973 0.42376
C 0.84927 0.20740 0.25095
O -0.41138 1.99434 1.39598
H 1.91258 -0.10967 0.64412
C 0.49737 1.08554 1.50454
Cl -1.43100 1.49281 -1.36194
C -0.26799 -0.84577 0.08618
H 0.93655 0.68118 -0.70881
O 1.31051 0.96059 2.42484
S -1.07896 -1.38122 1.36589
H -1.07266 -2.25997 -1.21544
*
```

As for the energy: -1164.95433 Ha. The value obtained for the orbital gap is 8.4 eV. As for the energy relative to the best compared isomer or geometry (same formula, charge and spin): 18.02 kJ/mol.

---

[11]
Computed, not measured: a structure of composition C4H6CoO3, with wB97M-V/def2-TZVPD.

```
! wB97M-V def2-TZVPD RIJCOSX def2/J DEFGRID3
* xyz 3 5
O -0.21543 -0.53479 0.36013
H 0.10950 2.18548 -1.62812
H -0.83547 -3.00010 -0.78577
C 1.57535 3.34987 -0.87301
O -0.96450 -2.48273 1.22135
C 0.77066 2.37089 -0.73543
H -2.34091 -2.15250 -0.29668
H 0.62933 1.90496 0.24470
C -1.59273 -2.89650 -0.00002
H -2.06716 -3.85956 0.20385
C -0.23530 -1.27489 1.31130
O 2.20740 4.39593 -0.93377
Co -0.21208 -2.31685 3.01381
H 3.17132 4.31078 -1.10233
*
```

As for the energy: -1762.99635 Ha. The value obtained for the orbital gap (spin up / spin down) is 7.6 / 4.4 eV. As for the energy relative to the best compared isomer or geometry (same formula, charge and spin): 0.00 kJ/mol.

---

[12]
Computed, not measured: a structure of composition C4H6EuO7, with wB97M-V/def2-TZVPD.

```
! wB97M-V def2-TZVPD RIJCOSX def2/J DEFGRID3
* xyz 0 8
O -3.55860 0.19398 -0.20581
C 0.52012 0.34380 -1.31443
O -1.74252 -0.31501 0.89185
H 0.66704 0.72554 -2.34167
H -0.27551 -1.42920 -2.31652
C -2.36112 -0.21616 -0.22169
O 1.10387 -0.65642 1.61946
H 0.01463 1.15541 -0.75504
H -0.20086 -1.56320 -0.54447
Eu -3.84686 0.56553 2.09988
C 1.81708 0.38813 1.03065
O 3.14294 0.10304 1.34998
O 1.73901 0.05238 -0.72256
O -1.79681 -0.50200 -1.35950
H 0.15581 -0.46454 1.51145
H 3.60754 0.94579 1.35030
O 1.41553 1.55306 1.30547
C -0.40128 -0.88012 -1.37733
*
```

As for the energy: -1392.94849 Ha. The value obtained for the orbital gap (spin up / spin down) is 3.4 / 3.5 eV. As for the energy relative to the best compared isomer or geometry (same formula, charge and spin): 271.18 kJ/mol.

---

[13]
Computed, not measured: the molecule C4H6F2INO2, with wB97M-V/def2-TZVPD.

```
! wB97M-V def2-TZVPD RIJCOSX def2/J DEFGRID3
* xyz 0 1
C -2.22304 0.52379 0.30820
C 2.41325 -0.75694 -0.00902
F -2.82236 -0.47932 0.95376
C 1.08671 -1.16357 -0.64442
N -1.26981 1.33645 1.36910
H -1.99529 1.69083 2.00075
H 1.03818 -0.88773 -1.71146
C -1.01980 0.03192 -0.69418
O -0.03690 -0.52150 0.01479
H 2.65704 -1.22767 0.94291
H 2.45743 0.34336 0.11444
H 0.75459 -2.22866 -0.58542
H 3.35434 -0.89870 -0.49259
I -0.07970 2.79158 0.56294
F -3.17475 1.30764 -0.27135
O -1.13991 0.13853 -1.85846
*
```

As for the energy: -858.62130 Ha. The value obtained for the orbital gap is 9.0 eV.

---

[14]
Computed, not measured: the molecule C4H6F2O2, with wB97M-V/def2-TZVPD.

```
! wB97M-V def2-TZVPD RIJCOSX def2/J DEFGRID3
* xyz 0 1
H -1.80666 -0.82935 0.63949
F 2.17113 0.61016 0.54727
H -1.54198 -1.27924 2.41250
C -0.21581 0.69167 0.80485
F 1.43358 2.49224 1.19632
O 0.09797 -0.50726 1.24373
C 1.03943 2.00852 -1.01735
H -1.01862 -2.43257 1.24041
H 0.89191 1.13304 -1.66085
H 0.22300 2.73534 -1.13239
C -1.15165 -1.39452 1.44842
C 1.11668 1.42229 0.35816
O -1.30323 1.02233 0.51494
H 2.13697 2.35572 -1.24693
*
```

As for the energy: -506.19754 Ha. The value obtained for the orbital gap is 11.7 eV. As for the energy relative to the best compared isomer or geometry (same formula, charge and spin): 78.05 kJ/mol.

---

[15]
Computed, not measured: a cluster of 2 separate species, C4H6F3N3 in total, with wB97M-V/def2-TZVPD.

```
! wB97M-V def2-TZVPD RIJCOSX def2/J DEFGRID3
* xyz 0 1
N 4.09677 -0.97216 -1.13486
H -1.62231 -1.21745 -1.48803
F 3.06897 1.40791 1.32955
N 4.70904 -1.03535 0.09671
H 0.02784 -0.16808 1.91552
H -0.27842 0.15746 -1.95443
H 0.92612 -0.67316 0.43886
H -2.11503 0.53180 -1.90008
C -1.23498 -0.08935 -1.36640
C 0.05896 -0.22314 0.83595
N 3.74478 -0.07237 -0.22282
F 2.31108 1.48840 -0.73346
H -1.76825 0.66224 0.60558
F 6.01479 -0.23779 0.07558
C -0.97378 0.19947 0.06992
C 2.89220 0.78658 0.20449
*
```

As for the energy: -619.56728 Ha. The value obtained for the orbital gap (spin up / spin down) is 9.4 / 9.4 eV. As for the energy relative to the best compared isomer or geometry (same formula, charge and spin): 426.07 kJ/mol.

---

[16]
Computed, not measured: a structure of composition C4H6F3N3O8P2S, with wB97M-V/def2-TZVPD.

```
! wB97M-V def2-TZVPD RIJCOSX def2/J DEFGRID3
* xyz 0 1
C 1.87794 -4.56686 0.41105
O -2.39914 0.41674 -0.70485
H -1.59762 -1.18931 2.41464
H -4.17042 4.36679 -1.45808
N -4.34136 2.01873 0.87868
O 1.13387 -2.50699 0.02344
H -5.86186 3.81084 -1.46221
S 4.00150 -0.66251 -0.29443
C -4.81807 3.48610 -1.43508
H -2.84640 -0.21957 1.91301
O 1.64866 -3.51048 -0.62842
O 0.40314 0.20041 0.03048
O 4.08048 -1.97899 0.51289
H -4.61358 2.87071 -2.31562
F 3.52614 2.05768 0.36944
O 2.79223 -0.60191 -1.48604
C -4.55750 2.68403 -0.17048
N 2.39823 -5.26029 1.39809
P 1.21904 -1.03032 -0.89269
P -1.22512 -0.47131 0.26246
O 5.37584 -0.55315 -1.06564
C 3.99995 0.75437 0.93098
O 0.30476 -1.27476 -2.19922
N -1.78382 -0.25533 1.94298
F 3.33151 0.35651 2.19147
H -3.32713 0.06823 -0.45946
F 5.44874 0.99064 1.29262
*
```

As for the energy: -2302.32140 Ha. The value obtained for the orbital gap is 7.1 eV.

---

[17]
Computed, not measured: the molecule C4H6F3NO, with wB97M-V/def2-TZVPD.

```
! wB97M-V def2-TZVPD RIJCOSX def2/J DEFGRID3
* xyz 0 1
F -2.11540 -0.89663 -1.00525
F -0.74446 1.56831 -0.75713
C 0.59877 -0.36906 -0.69796
H 0.30716 -1.09954 -1.52387
H 1.28942 0.28813 -1.02915
H -1.16187 1.32561 1.96035
N -1.91007 -0.14718 0.23145
O -3.35229 1.27876 1.56876
F -4.07788 0.34076 -0.38236
H 0.99780 -0.91550 0.17270
C -2.98394 0.57874 0.56275
H 0.66048 1.52661 1.91707
H -0.17568 -0.03672 2.17389
C -0.20348 0.86191 1.57231
C -0.49242 0.51848 0.02336
*
```

As for the energy: -585.48632 Ha. The value obtained for the orbital gap is 11.9 eV. As for the energy relative to the best compared isomer or geometry (same formula, charge and spin): 428.61 kJ/mol.